ORCA calculation (the ωB97M-V functional and the def2-TZVPD basis) on 13 unconnected molecules or ions with the total composition C52H90O27 in a non-equilibrium geometry.

Element x y z (Å)
C (-3.498, 3.029, -0.302)
C (-3.050, 4.308, 0.364)
C (-4.351, 5.078, 0.667)
O (-5.362, 4.092, 0.668)
C (-5.043, 3.092, -0.299)
H (-3.071, 2.140, 0.161)
H (-3.063, 2.909, -1.294)
H (-2.328, 4.930, -0.164)
H (-2.605, 4.109, 1.339)
H (-4.593, 5.791, -0.122)
H (-4.291, 5.672, 1.579)
H (-5.381, 3.423, -1.281)
H (-5.654, 2.234, -0.017)
C (-1.477, 0.455, -5.294)
C (-1.991, -0.023, -3.954)
C (-3.547, 0.187, -4.031)
O (-3.697, 0.611, -5.382)
C (-2.633, 0.183, -6.189)
H (-0.540, -0.001, -5.613)
H (-1.304, 1.530, -5.247)
H (-1.505, 0.539, -3.157)
H (-1.711, -1.076, -3.934)
H (-3.894, 0.909, -3.291)
H (-4.097, -0.721, -3.783)
H (-2.556, 0.699, -7.146)
H (-2.778, -0.859, -6.473)
C (1.664, -5.457, 2.180)
C (1.312, -4.288, 3.088)
C (2.636, -4.072, 3.831)
O (3.466, -5.259, 3.654)
C (2.641, -6.212, 3.109)
H (2.174, -5.095, 1.287)
H (0.779, -6.033, 1.911)
H (0.539, -4.536, 3.815)
H (0.998, -3.368, 2.596)
H (2.462, -3.916, 4.895)
H (3.128, -3.171, 3.464)
H (2.152, -6.826, 3.865)
H (3.237, -6.922, 2.535)
C (-6.803, -2.631, -2.283)
C (-6.972, -1.391, -1.384)
C (-5.694, -1.402, -0.652)
O (-5.470, -2.781, -0.470)
C (-6.206, -3.704, -1.369)
H (-6.192, -2.336, -3.136)
H (-7.762, -2.882, -2.736)
H (-7.778, -1.549, -0.668)
H (-7.118, -0.401, -1.816)
H (-5.807, -0.983, 0.348)
H (-4.912, -0.966, -1.273)
H (-6.997, -4.242, -0.845)
H (-5.660, -4.467, -1.923)
C (5.117, -2.532, -1.192)
C (4.124, -2.535, -0.079)
C (4.803, -3.305, 0.992)
O (6.168, -3.077, 0.906)
C (6.404, -3.033, -0.501)
H (5.212, -1.548, -1.653)
H (4.931, -3.286, -1.957)
H (3.169, -2.966, -0.378)
H (3.922, -1.509, 0.228)
H (4.545, -4.360, 1.092)
H (4.588, -2.865, 1.966)
H (6.781, -4.020, -0.769)
H (7.252, -2.397, -0.758)
C (2.801, -0.156, 4.401)
C (1.494, 0.005, 5.186)
C (0.569, -0.985, 4.600)
O (1.042, -1.097, 3.228)
C (2.269, -0.411, 2.992)
H (3.381, -0.935, 4.897)
H (3.398, 0.756, 4.427)
H (1.031, 0.987, 5.086)
H (1.573, -0.158, 6.261)
H (-0.486, -0.745, 4.729)
H (0.635, -1.870, 5.232)
H (2.006, 0.505, 2.463)
H (2.942, -0.995, 2.365)
C (2.479, -0.821, -6.157)
C (3.089, -1.873, -5.183)
C (2.922, -1.474, -3.729)
O (2.403, -2.656, -3.138)
C (2.082, -3.564, -4.083)
O (1.418, -4.567, -3.922)
O (2.423, -3.112, -5.250)
H (3.045, 0.111, -6.160)
H (1.459, -0.570, -5.867)
H (2.522, -1.217, -7.172)
H (4.172, -1.944, -5.274)
H (2.239, -0.637, -3.591)
H (3.891, -1.223, -3.298)
C (3.581, 5.373, 3.211)
C (2.757, 4.111, 3.355)
C (1.496, 4.119, 4.175)
O (0.603, 3.367, 3.355)
C (1.140, 3.249, 2.085)
O (0.538, 2.732, 1.110)
O (2.402, 3.730, 2.055)
H (2.948, 6.239, 3.023)
H (4.317, 5.344, 2.407)
H (4.227, 5.586, 4.063)
H (3.305, 3.251, 3.741)
H (1.029, 5.077, 4.401)
H (1.513, 3.648, 5.158)
C (4.918, 4.721, -1.406)
C (5.356, 3.267, -1.514)
C (4.272, 2.343, -1.020)
O (4.334, 1.238, -1.928)
C (5.000, 1.648, -3.003)
O (5.081, 0.993, -4.041)
O (5.495, 2.868, -2.833)
H (4.740, 4.911, -0.347)
H (3.957, 4.948, -1.869)
H (5.628, 5.380, -1.906)
H (6.279, 3.073, -0.968)
H (3.290, 2.808, -0.924)
H (4.481, 1.947, -0.026)
C (-2.110, 2.190, 3.332)
C (-3.538, 1.729, 3.324)
C (-3.699, 0.238, 2.987)
O (-4.364, -0.319, 4.125)
C (-4.527, 0.593, 5.032)
O (-5.110, 0.381, 6.110)
O (-3.950, 1.742, 4.677)
H (-1.353, 1.474, 3.649)
H (-1.980, 3.054, 3.984)
H (-1.704, 2.449, 2.354)
H (-4.248, 2.417, 2.864)
H (-2.667, -0.068, 2.817)
H (-4.328, 0.159, 2.100)
C (0.219, 6.052, -2.766)
C (0.666, 4.665, -2.404)
C (-0.375, 3.581, -2.543)
O (0.281, 2.586, -3.285)
C (1.397, 3.064, -3.816)
O (2.169, 2.452, -4.573)
O (1.556, 4.323, -3.426)
H (-0.471, 6.534, -2.073)
H (-0.221, 6.148, -3.759)
H (1.086, 6.708, -2.841)
H (1.207, 4.721, -1.460)
H (-1.249, 3.906, -3.109)
H (-0.448, 3.205, -1.523)
C (-2.443, -3.099, 3.093)
C (-3.548, -3.343, 2.084)
C (-3.112, -4.254, 0.975)
O (-4.124, -5.198, 0.907)
C (-4.812, -5.153, 2.027)
O (-5.596, -6.076, 2.362)
O (-4.481, -4.108, 2.759)
H (-1.810, -3.957, 3.319)
H (-2.802, -2.645, 4.017)
H (-1.754, -2.323, 2.761)
H (-3.970, -2.421, 1.685)
H (-2.086, -4.608, 1.077)
H (-3.048, -3.674, 0.055)
C (1.638, 0.124, -1.082)
C (0.420, -0.804, -1.167)
C (0.481, -2.013, -0.281)
O (-0.763, -1.976, 0.390)
C (-1.413, -0.912, 0.048)
O (-2.625, -0.743, 0.272)
O (-0.675, -0.170, -0.653)
H (2.558, -0.300, -1.484)
H (1.880, 0.462, -0.075)
H (1.424, 1.024, -1.659)
H (0.207, -1.182, -2.167)
H (1.247, -1.853, 0.478)
H (0.672, -3.025, -0.639)

Values from the calculation:
M = 1147.265 g mol⁻¹
HOMO-LUMO gap = 9.082 eV
Total energy = -4066.75196 Eh
Spin multiplicity = 1

Mulliken population analysis, charges in e, atoms 1 to 99: number 1, C, carries 1.11; number 2, C, carries 0.27; number 3, C, carries -0.82; number 4, O, carries -0.49; number 5, C, carries -0.56; number 6, H, carries -0.58; number 7, H, carries 0.00; number 8, H, carries 0.26; number 9, H, carries -0.35; number 10, H, carries 0.36; number 11, H, carries 0.41; number 12, H, carries 0.39; number 13, H, carries 0.11; number 14, C, carries 0.50; number 15, C, carries 0.59; number 16, C, carries 0.18; number 17, O, carries -0.53; number 18, C, carries -0.76; number 19, H, carries -0.46; number 20, H, carries -0.05; number 21, H, carries -0.54; number 22, H, carries 0.17; number 23, H, carries 0.09; number 24, H, carries -0.02; number 25, H, carries 0.40; number 26, H, carries 0.32; number 27, C, carries -0.37; number 28, C, carries 0.82; number 29, C, carries 0.26; number 30, O, carries -0.48; number 31, C, carries -0.73; number 32, H, carries 0.06; number 33, H, carries 0.40; number 34, H, carries 0.17; number 35, H, carries -0.60; number 36, H, carries 0.29; number 37, H, carries -0.56; number 38, H, carries 0.34; number 39, H, carries 0.43; number 40, C, carries -0.69; number 41, C, carries -0.69; number 42, C, carries 0.45; number 43, O, carries -0.18; number 44, C, carries -0.53; number 45, H, carries 0.12; number 46, H, carries 0.46; number 47, H, carries 0.34; number 48, H, carries 0.43; number 49, H, carries -0.17; number 50, H, carries -0.17; number 51, H, carries 0.36; number 52, H, carries 0.29; number 53, C, carries 0.07; number 54, C, carries 1.67; number 55, C, carries 0.12; number 56, O, carries -0.50; number 57, C, carries -0.62; number 58, H, carries -0.22; number 59, H, carries -0.10; number 60, H, carries -0.45; number 61, H, carries -0.58; number 62, H, carries 0.19; number 63, H, carries -0.19; number 64, H, carries 0.31; number 65, H, carries 0.34; number 66, C, carries -0.48; number 67, C, carries -0.62; number 68, C, carries -0.30; number 69, O, carries -0.26; number 70, C, carries 1.25; number 71, H, carries 0.35; number 72, H, carries 0.40; number 73, H, carries -0.10; number 74, H, carries 0.45; number 75, H, carries 0.14; number 76, H, carries 0.42; number 77, H, carries -0.65; number 78, H, carries -0.75; number 79, C, carries -0.72; number 80, C, carries 0.38; number 81, C, carries 1.13; number 82, O, carries 0.00; number 83, C, carries 0.41; number 84, O, carries -0.62; number 85, O, carries -0.36; number 86, H, carries 0.31; number 87, H, carries -0.22; number 88, H, carries 0.49; number 89, H, carries 0.34; number 90, H, carries -0.50; number 91, H, carries -0.53; number 92, C, carries -1.56; number 93, C, carries 0.91; number 94, C, carries -0.60; number 95, O, carries -0.27; number 96, C, carries -0.28; number 97, O, carries 0.24; number 98, O, carries -0.12; number 99, H, carries 0.38